(1)
192
Properties=species:S:1:pos:R:3:lowdin_charge:R:1 method="wB97M-V/def2-TZVPD" smiles="CCOP(=O)(OCC)OCC.CCOP(=O)(OCC)OCC.CCOP(=O)(OCC)OCC.C[C@H]1COC(=O)O1.C[C@H]1COC(=O)O1.C[C@H]1COC(=O)O1.C[C@H]1COC(=O)O1.C[C@H]1COC(=O)O1.C[C@H]1COC(=O)O1.COC(=O)OC.COC(=O)OC.COC(=O)OC" homo_energy_ha=-0.3726 relative_energy_kj_mol=386.31 gap_ev=10.4
C 21.696 -2.898 -3.282 -0.048
O 21.841 -1.657 -2.578 -0.006
C 22.839 -1.443 -1.701 -0.634
O 23.757 -2.174 -1.596 0.149
O 22.532 -0.450 -0.866 -0.002
C 23.523 0.019 0.136 -0.001
H 21.769 -3.761 -2.621 0.091
H 22.481 -3.049 -4.024 0.092
H 20.754 -3.125 -3.781 0.089
H 23.768 -0.771 0.846 0.092
H 23.103 0.857 0.692 0.086
H 24.428 0.428 -0.315 0.092
C 18.795 3.682 4.418 -0.033
O 19.818 4.556 4.840 -0.011
C 20.563 4.304 5.908 -0.512
O 20.604 3.124 6.413 0.045
O 21.414 5.307 6.028 0.023
C 22.510 5.132 6.745 -0.112
H 17.934 4.349 4.369 0.095
H 18.641 2.959 5.219 0.092
H 19.015 3.276 3.431 0.101
H 23.312 4.699 6.147 0.110
H 22.184 4.536 7.597 0.102
H 22.945 5.995 7.250 0.100
C 16.268 -11.346 20.574 0.006
O 16.260 -10.110 19.778 -0.019
C 17.380 -9.516 19.506 -0.523
O 18.460 -9.788 20.052 0.092
O 17.123 -8.380 18.643 -0.074
C 15.786 -7.805 18.378 -0.028
H 15.283 -11.814 20.546 0.096
H 16.773 -11.274 21.537 0.096
H 16.963 -11.999 20.047 0.091
H 15.196 -8.582 17.892 0.088
H 15.802 -6.875 17.810 0.087
H 15.460 -7.466 19.361 0.088
C 9.946 -14.060 12.178 -0.039
C 8.399 -14.023 12.092 -0.302
O 8.009 -14.143 10.777 -0.152
P 6.670 -14.893 10.447 0.424
O 6.159 -14.678 9.079 -0.232
O 6.939 -16.465 10.721 -0.182
C 7.642 -17.246 9.701 -0.233
C 9.158 -17.068 9.733 -0.093
O 5.552 -14.540 11.549 -0.157
C 4.227 -14.858 11.243 -0.346
C 3.286 -14.714 12.388 -0.070
H 10.403 -13.121 11.865 0.078
H 10.101 -14.134 13.254 0.076
H 10.344 -14.913 11.628 0.064
H 7.888 -14.844 12.597 0.106
H 7.995 -13.162 12.624 0.123
H 7.481 -18.320 9.795 0.117
H 7.416 -16.924 8.685 0.109
H 9.601 -16.236 9.186 0.078
H 9.539 -17.009 10.753 0.068
H 9.593 -17.986 9.338 0.074
H 3.850 -14.220 10.443 0.117
H 4.099 -15.839 10.786 0.122
H 3.720 -15.432 13.084 0.083
H 3.383 -13.695 12.763 0.081
H 2.243 -14.878 12.118 0.087
C 32.309 -2.024 7.042 -0.057
C 31.073 -1.503 7.845 -0.281
O 30.434 -0.539 7.074 -0.208
P 28.916 -0.047 7.448 0.452
O 28.689 0.718 8.730 -0.261
O 28.404 0.603 6.105 -0.167
C 29.099 1.707 5.433 -0.219
C 30.258 1.190 4.624 -0.085
O 28.112 -1.404 7.540 -0.192
C 26.750 -1.324 7.810 -0.285
C 26.277 -2.512 8.746 -0.043
H 33.112 -1.287 7.060 0.069
H 32.661 -2.954 7.488 0.072
H 32.115 -2.184 5.982 0.073
H 30.446 -2.369 8.055 0.111
H 31.375 -1.045 8.787 0.122
H 28.360 2.156 4.769 0.115
H 29.381 2.542 6.074 0.121
H 30.029 0.543 3.777 0.081
H 30.836 2.038 4.256 0.082
H 30.922 0.500 5.144 0.059
H 26.444 -0.346 8.181 0.113
H 26.340 -1.534 6.822 0.115
H 25.223 -2.327 8.952 0.074
H 26.275 -3.424 8.149 0.063
H 27.067 -2.621 9.489 0.077
C 19.541 -6.287 4.241 -0.059
C 19.776 -5.736 5.651 -0.250
O 20.093 -6.836 6.562 -0.206
P 18.897 -7.627 7.318 0.540
O 17.490 -7.538 6.758 -0.268
O 19.058 -7.321 8.953 -0.218
C 18.194 -8.017 9.878 -0.266
C 18.822 -9.185 10.592 -0.075
O 19.445 -9.173 7.318 -0.227
C 20.848 -9.406 7.744 -0.248
C 21.573 -9.870 6.507 -0.071
H 20.459 -6.735 3.859 0.077
H 18.770 -7.036 4.424 0.069
H 19.194 -5.457 3.625 0.080
H 20.547 -4.971 5.750 0.114
H 18.900 -5.213 6.035 0.109
H 18.111 -7.267 10.665 0.113
H 17.164 -8.087 9.526 0.121
H 19.699 -9.045 11.225 0.085
H 18.046 -9.717 11.142 0.083
H 19.169 -9.924 9.870 0.048
H 21.294 -8.561 8.267 0.116
H 20.634 -10.143 8.518 0.098
H 20.990 -10.543 5.877 0.083
H 21.767 -9.025 5.847 0.071
H 22.499 -10.357 6.814 0.078
C 7.021 -6.334 8.678 -0.002
C 8.184 -6.973 9.556 -0.318
C 9.599 -6.717 9.053 -0.064
O 10.262 -6.460 10.299 0.077
C 9.393 -6.419 11.299 -0.591
O 9.677 -6.222 12.459 0.135
O 8.150 -6.741 10.951 0.105
H 6.098 -6.798 9.028 0.077
H 7.264 -6.506 7.629 0.081
H 6.934 -5.273 8.908 0.079
H 7.983 -8.044 9.566 0.143
H 9.780 -5.874 8.386 0.141
H 9.882 -7.731 8.772 0.138
C 25.749 -10.566 15.977 -0.003
C 25.294 -12.073 16.372 -0.259
C 23.807 -12.312 16.655 -0.130
O 23.413 -13.104 15.594 0.037
C 24.474 -13.448 14.742 -0.486
O 24.406 -14.298 13.851 0.124
O 25.490 -12.718 15.135 0.069
H 26.833 -10.650 15.905 0.073
H 25.714 -9.847 16.796 0.073
H 25.216 -10.265 15.075 0.088
H 25.952 -12.423 17.168 0.146
H 23.262 -11.375 16.533 0.133
H 23.623 -12.762 17.630 0.134
C 11.257 -3.830 1.142 -0.035
C 11.886 -2.910 0.148 -0.387
C 10.785 -2.395 -0.820 -0.083
O 11.159 -1.044 -0.883 0.089
C 12.055 -0.732 0.013 -0.476
O 12.457 0.440 0.175 0.103
O 12.440 -1.838 0.810 0.088
H 12.035 -4.134 1.842 0.090
H 10.855 -4.701 0.625 0.091
H 10.398 -3.470 1.709 0.094
H 12.627 -3.340 -0.526 0.157
H 9.786 -2.572 -0.420 0.132
H 10.891 -2.844 -1.807 0.137
C 12.800 -0.154 8.406 -0.026
C 14.102 0.115 9.139 -0.383
C 14.276 1.415 9.858 -0.114
O 14.818 0.958 11.027 0.092
C 14.886 -0.351 11.135 -0.481
O 15.417 -0.969 12.061 0.126
O 14.361 -0.950 9.983 0.093
H 12.760 -1.111 7.886 0.083
H 12.631 0.543 7.586 0.085
H 11.876 -0.208 8.983 0.087
H 14.895 0.086 8.391 0.152
H 13.269 1.758 10.095 0.138
H 14.856 2.196 9.366 0.148
C 29.994 -13.152 9.709 -0.040
C 30.122 -11.854 9.093 -0.321
C 29.878 -10.658 10.107 -0.110
O 31.129 -10.552 10.661 0.047
C 32.073 -10.917 9.739 -0.504
O 33.286 -10.620 9.720 0.106
O 31.459 -11.513 8.730 0.088
H 30.355 -13.153 10.737 0.102
H 30.438 -13.905 9.058 0.103
H 28.947 -13.399 9.888 0.100
H 29.523 -11.738 8.191 0.157
H 29.290 -11.043 10.939 0.135
H 29.514 -9.753 9.621 0.137
C 28.903 -19.896 1.025 -0.009
C 27.792 -19.264 1.991 -0.272
C 28.354 -19.011 3.423 -0.087
O 28.018 -17.676 3.619 0.095
C 27.810 -17.094 2.495 -0.559
O 27.824 -15.848 2.314 0.089
O 27.535 -17.963 1.502 0.085
H 29.793 -19.280 1.157 0.086
H 28.523 -20.092 0.022 0.079
H 29.070 -20.888 1.446 0.073
H 26.917 -19.910 1.934 0.147
H 29.375 -19.212 3.748 0.142
H 27.672 -19.516 4.107 0.132



(2)
210
Properties=species:S:1:pos:R:3:lowdin_spin:R:1 method="wB97M-V/def2-TZVPD" multiplicity=2 s_squared=0.7698 homo_energy_ha="-0.4350 / -0.4350" gap_ev="5.3 / 1.2" charge=+2
C 4.179 -0.564 -3.873 0.000
C 2.720 -0.346 -4.012 0.000
C 2.035 0.309 -2.821 0.000
C 1.861 -0.529 -1.522 0.000
P 0.329 0.004 -0.489 0.000
C -0.114 -1.081 0.981 0.000
C -0.984 -0.401 2.182 0.000
C -1.424 -1.472 3.175 0.000
C -0.399 -1.632 4.286 0.000
C 0.598 1.692 0.012 0.000
C 1.822 2.126 0.788 0.000
C 1.865 3.712 0.966 0.000
C 3.208 4.244 1.463 0.000
C -1.147 0.048 -1.605 0.000
C -1.610 -1.297 -2.191 0.000
C -0.732 -1.880 -3.284 0.000
C -0.954 -1.015 -4.555 0.000
H 4.613 -0.643 -4.870 0.000
H 4.481 -1.544 -3.503 0.000
H 4.705 0.209 -3.313 0.000
H 2.295 -1.341 -4.142 0.000
H 2.421 0.045 -4.985 0.000
H 1.053 0.609 -3.187 0.000
H 2.521 1.236 -2.515 0.000
H 2.731 -0.282 -0.912 0.000
H 1.874 -1.576 -1.825 0.000
H 0.803 -1.490 1.405 0.000
H -0.679 -1.892 0.519 0.000
H -1.902 0.098 1.874 0.000
H -0.459 0.453 2.610 0.000
H -1.567 -2.401 2.623 0.000
H -2.336 -1.091 3.635 0.000
H 0.622 -1.872 3.991 0.000
H -0.757 -2.509 4.826 0.000
H -0.408 -0.790 4.977 0.000
H -0.298 1.915 0.591 0.000
H 0.579 2.317 -0.880 0.000
H 2.671 1.889 0.145 0.000
H 1.841 1.684 1.784 0.000
H 1.061 3.904 1.677 0.000
H 1.685 4.180 -0.002 0.000
H 3.075 5.324 1.511 0.000
H 4.053 4.003 0.817 0.000
H 3.444 4.013 2.502 0.000
H -0.961 0.801 -2.370 0.000
H -1.982 0.414 -1.007 0.000
H -2.665 -1.227 -2.460 0.000
H -1.703 -2.068 -1.426 0.000
H -1.057 -2.883 -3.559 0.000
H 0.346 -1.931 -3.132 0.000
H -0.816 0.052 -4.384 0.000
H -1.833 -1.315 -5.125 0.000
H -0.181 -1.331 -5.256 0.000
O -3.197 2.155 0.766 0.000
C -4.073 1.565 1.367 0.000
N -4.854 0.653 0.779 0.000
C -4.545 1.918 2.780 0.000
H -4.655 0.223 -0.113 0.000
H -5.755 0.381 1.146 0.000
H -4.444 1.063 3.448 0.000
H -5.537 2.364 2.706 0.000
H -3.818 2.667 3.097 0.000
O -3.210 -1.410 -8.081 0.000
C -3.904 -0.590 -7.537 0.000
N -4.480 -0.984 -6.433 0.000
C -4.194 0.848 -8.004 0.000
H -4.467 -1.984 -6.293 0.000
H -5.183 -0.476 -5.915 0.000
H -4.011 0.891 -9.078 0.000
H -3.582 1.485 -7.364 0.000
H -5.220 1.171 -7.832 0.000
O 9.788 -2.362 -3.857 0.000
C 8.711 -2.934 -3.635 0.000
N 8.658 -4.254 -3.541 0.000
C 7.452 -2.135 -3.494 0.000
H 7.783 -4.713 -3.335 0.000
H 9.532 -4.723 -3.735 0.000
H 7.309 -1.538 -4.395 0.000
H 7.519 -1.510 -2.603 0.000
H 6.527 -2.664 -3.260 0.000
O -3.000 2.987 -2.804 0.000
C -2.461 3.647 -3.698 0.000
N -1.234 4.115 -3.389 0.000
C -3.039 3.908 -5.059 0.000
H -0.956 3.846 -2.456 0.000
H -0.667 4.653 -4.029 0.000
H -2.987 2.979 -5.627 0.000
H -2.560 4.662 -5.684 0.000
H -4.039 4.322 -4.929 0.000
N -3.630 -3.510 6.511 0.010
C -2.582 -4.398 6.462 0.224
C -2.684 -5.668 7.169 0.286
C -3.855 -6.039 7.820 0.011
C -4.910 -5.191 7.759 0.184
C -4.781 -3.960 7.101 0.251
H -1.715 -3.891 6.065 0.007
H -1.758 -6.224 7.150 0.012
H -3.961 -6.844 8.531 -0.003
H -5.852 -5.464 8.212 0.006
H -5.630 -3.298 7.191 0.009
N 2.884 -3.329 5.735 0.000
C 3.566 -3.103 4.621 0.000
C 4.291 -4.155 3.988 0.000
C 4.363 -5.379 4.648 0.000
C 3.554 -5.640 5.774 0.000
C 2.763 -4.580 6.246 0.000
H 3.523 -2.157 4.102 0.000
H 4.920 -3.854 3.163 0.000
H 5.031 -6.129 4.253 0.000
H 3.607 -6.597 6.272 0.000
H 2.151 -4.728 7.124 0.000
C 6.275 1.033 -0.596 0.000
C 6.374 2.583 -0.217 0.000
O 6.023 2.575 1.146 0.000
S 5.832 1.134 1.953 0.000
O 4.430 1.264 2.566 0.000
O 6.990 0.936 2.876 0.000
O 5.843 0.217 0.506 0.000
H 7.254 0.644 -0.875 0.000
H 5.792 0.757 -1.533 0.000
H 5.546 3.069 -0.733 0.000
H 7.369 3.012 -0.340 0.000
C -1.747 -5.717 -0.876 0.000
C -1.997 -5.217 0.588 0.000
O -1.048 -4.304 0.705 0.000
S 0.336 -4.793 0.049 0.000
O 0.922 -5.929 0.783 0.000
O 1.243 -3.717 -0.252 0.000
O -0.499 -5.272 -1.285 0.000
H -2.487 -5.199 -1.486 0.000
H -1.891 -6.765 -1.139 0.000
H -1.990 -5.974 1.371 0.000
H -2.982 -4.752 0.642 0.000
C -4.813 -5.320 -3.570 0.000
C -3.487 -4.668 -3.973 0.000
O -3.598 -3.321 -3.607 0.000
S -4.751 -2.948 -2.436 0.000
O -5.255 -1.643 -2.725 0.000
O -4.298 -3.261 -1.096 0.000
O -5.603 -4.288 -3.071 0.000
H -4.798 -6.054 -2.764 0.000
H -5.384 -5.762 -4.387 0.000
H -3.427 -4.678 -5.061 0.000
H -2.576 -5.100 -3.557 0.000
C -2.171 5.692 0.300 0.000
C -3.002 6.189 -0.879 0.000
O -2.145 7.111 -1.617 0.000
S -0.604 6.932 -1.167 0.000
O -0.157 7.978 -0.270 0.000
O 0.283 6.624 -2.240 0.000
O -0.896 5.607 -0.259 0.000
H -2.543 4.780 0.766 0.000
H -2.042 6.456 1.065 0.000
H -3.888 6.777 -0.638 0.000
H -3.304 5.427 -1.597 0.000
C -2.248 -0.670 8.106 0.000
C -3.508 -1.133 8.813 0.001
O -4.598 -0.743 8.014 0.000
S -4.144 0.363 6.880 0.000
O -4.945 1.588 6.945 0.000
O -3.966 -0.281 5.552 0.000
O -2.664 0.572 7.513 0.000
H -1.817 -1.241 7.284 0.000
H -1.500 -0.361 8.836 0.000
H -3.724 -0.845 9.842 0.000
H -3.363 -2.209 8.914 0.001
C 0.461 -4.091 -5.978 0.000
C 0.382 -5.535 -5.409 0.000
O 0.788 -5.285 -4.028 0.000
S 2.239 -4.627 -4.212 0.000
O 3.076 -5.489 -5.010 0.000
O 2.798 -4.065 -3.013 0.000
O 1.462 -3.509 -5.170 0.000
H -0.366 -3.423 -5.738 0.000
H 0.655 -4.044 -7.050 0.000
H 1.067 -6.272 -5.827 0.000
H -0.652 -5.876 -5.354 0.000
C 1.764 7.321 4.029 0.000
C 1.106 7.953 2.778 0.000
O 0.128 6.998 2.523 0.000
S -0.628 6.463 3.856 0.000
O -0.934 5.039 3.782 0.000
O -1.768 7.305 4.191 0.000
O 0.684 6.786 4.828 0.000
H 2.348 8.016 4.633 0.000
H 2.496 6.584 3.700 0.000
H 1.835 7.827 1.977 0.000
H 0.789 8.994 2.714 0.000
C 0.493 5.413 -7.654 0.000
C 1.032 4.368 -8.637 0.000
O 1.543 3.484 -7.768 0.000
S 0.488 3.156 -6.501 0.000
O 1.114 2.578 -5.295 0.000
O -0.774 2.525 -6.940 0.000
O 0.253 4.767 -6.407 0.000
H -0.464 5.793 -8.013 0.000
H 1.226 6.208 -7.521 0.000
H 1.894 4.746 -9.187 0.000
H 0.324 3.851 -9.285 0.000
C 0.007 2.106 6.071 0.000
C 0.596 3.383 6.784 0.000
O 2.002 3.095 6.973 0.000
S 2.368 1.559 6.564 0.000
O 3.298 1.059 7.566 0.000
O 2.715 1.533 5.164 0.000
O 0.789 1.197 6.711 0.000
H 0.073 2.136 4.984 0.000
H -1.031 1.933 6.358 0.000
H 0.185 3.570 7.776 0.000
H 0.457 4.358 6.318 0.000